Record 1
12
Properties=species:S:1:pos:R:3:forces:R:3:mulliken_charge:R:1 method="wB97M-V/def2-TZVPD" homo_lumo_gap_ev=4.7 e_homo_ev=-21.516 multiplicity=1 charge=+4
Sr 0.2919 13.2346 19.7965 -2.48 -0.40 0.15 1.88
Sr -0.8305 17.7496 18.7913 -0.15 0.26 -2.06 1.85
Sr 2.7598 16.1868 18.0613 -1.17 2.81 -1.36 1.83
Sr 1.0387 16.7948 22.1053 -0.80 1.05 0.11 1.85
F 0.4358 15.8076 19.4785 1.82 -1.66 1.01 -1.00
F 1.9770 18.2364 19.4344 -0.76 -2.36 0.48 -0.80
F 0.2335 16.8871 16.7978 0.82 -0.18 2.30 -0.83
Cl -2.9601 15.1847 21.4254 -4.63 -0.21 3.88 1.70
O -2.5551 13.8092 21.5890 0.84 -0.81 -0.60 -0.64
O -3.9367 15.3754 20.4301 0.40 -0.26 -0.66 -0.52
O -3.3647 15.7706 22.6802 0.82 -0.91 -1.36 -0.53
O -1.7460 15.8589 21.0211 5.29 2.67 -1.89 -0.79

---

Record 2
105
Properties=species:S:1:pos:R:3:forces:R:3:mulliken_charge:R:1 method="wB97M-V/def2-TZVPD" homo_lumo_gap_ev="6.7 / 6.7" e_homo_ev="-15.808 / -15.816" multiplicity=1 charge=+3
Ti 0.4827 -0.5010 0.2964 -0.23 -0.29 0.35 -0.51
C -0.7395 -4.8607 -0.6291 0.00 -0.01 0.03 -0.95
C 0.7192 -4.6096 -0.3993 -0.03 0.02 -0.03 0.38
N 1.5436 -5.6274 -0.5770 0.01 0.00 -0.01 -0.59
C 2.8454 -5.5128 -0.3055 -0.02 0.01 0.01 -1.19
C 3.4240 -4.3667 0.2047 0.02 -0.01 -0.01 1.19
C 4.9038 -4.3272 0.5217 -0.01 0.00 0.00 -1.07
O 5.1600 -3.9017 1.8528 -0.03 0.01 -0.01 -0.54
C 2.5746 -3.2553 0.3707 -0.02 0.03 0.02 -0.42
C 3.0574 -2.0675 1.0230 0.01 -0.01 0.03 -1.23
N 2.4589 -0.9222 1.1723 -0.06 0.01 -0.10 1.66
C 3.2199 0.0039 1.9856 0.05 0.00 0.00 -1.12
C 4.6110 0.0751 1.9265 -0.03 0.03 -0.02 -0.44
C 5.3049 0.9374 2.7627 0.00 -0.01 -0.01 -0.96
C 4.6277 1.7440 3.6659 -0.01 0.01 0.01 -0.84
C 3.2429 1.6892 3.7359 0.00 0.00 0.01 -0.40
C 2.5697 0.8195 2.8973 -0.04 0.00 -0.01 0.85
I 0.4995 0.6788 2.9526 0.07 0.11 -0.04 0.21
C 1.2285 -3.3704 0.0297 0.07 -0.02 -0.05 -0.21
O 0.4331 -2.2950 0.1460 0.06 -0.22 -0.10 1.66
H -0.8579 -5.6316 -1.3875 0.00 0.00 0.00 0.41
H -1.2848 -3.9654 -0.9182 0.00 -0.02 0.02 0.11
H -1.1884 -5.2395 0.2926 -0.01 0.00 0.00 0.25
H 3.4460 -6.3960 -0.4913 0.00 0.00 0.01 0.43
H 5.4046 -3.6170 -0.1409 0.01 -0.01 0.00 0.29
H 5.3389 -5.3062 0.3214 0.00 0.00 -0.01 0.50
H 5.2747 -4.6647 2.4288 0.01 0.00 0.00 0.32
H 4.0171 -2.1967 1.5134 0.00 -0.01 0.00 1.46
H 5.1595 -0.5295 1.2170 0.02 0.01 -0.02 0.52
H 6.3842 0.9772 2.7042 0.00 0.00 0.00 0.45
H 5.1715 2.4134 4.3182 0.00 0.00 0.00 0.47
H 2.7033 2.3078 4.4406 0.00 0.00 0.00 0.55
O -4.1595 -4.4897 3.0204 0.00 0.00 0.00 -0.50
C -3.2688 -3.5845 2.6425 0.00 0.00 0.00 0.40
C -2.2290 -3.1056 3.4428 0.00 0.00 0.00 -0.93
C -1.3804 -2.1556 2.9243 0.01 0.00 0.02 -1.18
N -1.4809 -1.6361 1.6863 0.04 0.14 -0.05 1.20
C -2.4596 -2.1448 0.9440 -0.01 0.01 -0.06 -0.22
Br -2.5605 -1.5261 -0.8404 -0.07 0.05 0.02 0.03
C -3.3739 -3.0895 1.3409 0.00 0.00 0.01 -0.48
H -4.0285 -4.7889 3.9305 0.00 0.00 0.00 0.37
H -2.0808 -3.4682 4.4515 0.00 0.01 0.00 0.46
H -0.5669 -1.7926 3.5364 -0.01 -0.02 0.00 0.50
H -4.1498 -3.4491 0.6803 0.00 0.01 0.00 0.53
C 0.6106 4.1804 2.1808 0.04 0.00 0.00 -0.95
Si -0.4712 4.2021 0.6595 0.00 -0.06 0.02 0.87
C -1.8447 5.4143 0.9785 -0.01 0.01 -0.02 -1.26
C 0.4884 4.7294 -0.8644 0.00 0.04 -0.01 -0.93
Sb -1.4964 1.7870 0.1416 -0.07 0.11 -0.01 -2.00
Si -3.6256 1.6640 1.7062 0.02 -0.01 -0.03 0.79
C -4.4302 3.3379 1.6632 -0.01 0.00 -0.01 -1.09
C -4.8316 0.3910 1.0820 0.00 0.01 0.01 -0.83
C -3.0518 1.2793 3.4397 0.00 0.03 0.00 -0.98
Si -2.3719 2.3054 -2.2839 0.04 0.04 0.06 0.60
C -2.9949 4.0578 -2.2242 0.01 -0.01 0.00 -1.08
C -0.9022 2.1643 -3.4335 -0.04 0.01 -0.04 -0.71
C -3.7790 1.1977 -2.7935 -0.03 -0.02 0.02 -1.10
H 0.9413 5.2120 2.3395 0.00 0.00 0.00 0.46
H 1.5029 3.5606 2.0891 -0.02 0.01 0.01 0.11
H 0.0549 3.8817 3.0709 0.00 0.01 0.00 0.32
H -1.3688 6.4000 0.9323 -0.01 0.00 0.00 0.44
H -2.2746 5.3159 1.9729 0.01 -0.02 0.01 0.33
H -2.6447 5.4083 0.2421 -0.02 -0.01 0.01 0.38
H 0.1594 5.7294 -1.1554 0.01 0.00 -0.01 0.45
H 0.3590 4.0736 -1.7232 0.01 0.01 0.01 0.00
H 1.5559 4.7897 -0.6449 -0.01 0.02 0.01 0.45
H -4.5519 3.7546 0.6636 0.00 -0.01 0.00 0.28
H -3.9078 4.0612 2.2836 0.00 0.03 -0.01 0.29
H -5.4314 3.2102 2.0860 0.00 0.00 -0.01 0.47
H -4.9412 0.3867 -0.0015 -0.01 0.00 -0.02 0.19
H -5.8054 0.6488 1.5088 0.00 0.00 0.00 0.53
H -4.5925 -0.6161 1.4150 0.02 -0.06 -0.01 0.16
H -2.3796 2.0462 3.8305 0.01 -0.01 -0.01 0.33
H -2.5827 0.2988 3.5344 0.01 -0.02 -0.01 0.14
H -3.9359 1.2744 4.0850 0.01 0.00 0.01 0.46
H -2.2040 4.7833 -2.0324 -0.01 0.00 0.00 0.25
H -3.7897 4.1971 -1.4908 -0.01 0.00 -0.01 0.28
H -3.4205 4.2875 -3.2060 0.01 0.02 0.00 0.48
H -0.3288 3.0920 -3.4453 0.00 -0.01 -0.02 0.57
H -1.2608 1.9927 -4.4525 0.01 0.00 0.00 0.50
H -0.2332 1.3530 -3.1559 0.02 -0.04 0.02 -0.34
H -4.6467 1.3409 -2.1474 0.00 -0.02 0.00 0.28
H -3.5646 0.1320 -2.8470 0.02 0.02 -0.01 0.34
H -4.0737 1.5199 -3.7975 -0.01 0.00 0.00 0.48
Cl 1.8682 1.8901 -0.2266 0.08 0.04 -0.02 -0.23
C 3.6214 1.9134 -0.6524 0.03 -0.04 0.01 -0.78
Cl 4.1577 0.4363 -1.4419 -0.02 0.04 0.00 -0.07
H 4.1772 2.0450 0.2682 -0.02 0.01 0.02 0.41
H 3.7409 2.7507 -1.3306 -0.01 -0.01 -0.01 0.59
C 2.8824 -1.1966 -4.8392 -0.01 -0.04 0.00 -1.32
C 1.8931 -0.4097 -3.9888 -0.04 -0.02 0.00 -0.50
S 1.3662 -1.4214 -2.5951 0.04 0.11 -0.10 0.83
O 0.6984 -0.3671 -1.6239 0.04 -0.08 0.15 0.69
C 0.0035 -2.3523 -3.3056 0.00 -0.02 0.02 0.44
C -1.0917 -1.5451 -3.9781 0.02 -0.01 -0.01 -1.35
H 3.2138 -0.5665 -5.6629 -0.01 0.01 0.00 0.42
H 2.4322 -2.0886 -5.2756 0.00 0.01 0.00 0.37
H 3.7603 -1.4926 -4.2653 0.00 0.00 0.00 0.34
H 1.0126 -0.0964 -4.5446 0.00 0.03 0.04 0.37
H 2.3457 0.4634 -3.5245 0.06 0.02 0.00 0.45
H -0.3727 -2.9467 -2.4717 0.03 0.03 -0.04 -0.57
H 0.5082 -3.0415 -3.9903 -0.01 -0.01 0.00 0.78
H -1.4620 -0.7578 -3.3229 0.02 0.02 -0.02 -0.08
H -1.9178 -2.2175 -4.2099 -0.01 0.01 0.01 0.43
H -0.7696 -1.0954 -4.9148 0.00 -0.03 -0.02 0.41

---

Record 3
31
Properties=species:S:1:pos:R:3:forces:R:3:nbo_charge:R:1 method="wB97M-V/def2-TZVPD" homo_lumo_gap_ev=6.6 e_homo_ev=-4.042 multiplicity=1 charge=-1
Hg -0.3519 1.0123 -0.1108 -0.02 -0.51 -0.30 1.25
N -1.1544 -1.4096 -0.9306 -0.11 -0.12 -0.06 -0.86
C -1.1129 -1.6602 -2.3605 0.03 0.03 -0.06 -0.18
C -1.0433 -3.1330 -2.8022 0.01 -0.01 0.00 -0.41
C 0.0076 -4.0229 -2.1267 -0.01 0.10 0.03 -0.42
C 1.4423 -3.8680 -2.6348 0.07 0.00 -0.05 -0.22
N 2.1226 -2.6451 -2.2184 -0.28 0.08 0.03 -0.61
C 2.4089 -2.3820 -0.9306 0.03 0.47 -0.14 0.67
N 2.5827 -1.1384 -0.5141 -0.23 -0.19 -0.89 -0.80
N 2.5828 -3.3820 -0.0637 0.01 -0.09 0.85 -0.81
C 0.0043 -0.8051 -3.0167 0.01 -0.07 -0.06 0.76
O 0.4576 -1.2085 -4.1058 0.01 -0.02 0.09 -0.76
O 0.4024 0.2077 -2.3852 0.07 0.22 0.17 -0.81
H -0.3838 -1.8265 -0.4194 -0.01 0.04 0.03 0.37
H -2.0107 -1.7131 -0.4838 0.02 0.05 0.02 0.38
H -2.0404 -1.2490 -2.7741 -0.01 -0.04 -0.01 0.21
H -0.8643 -3.1241 -3.8782 -0.04 -0.06 -0.02 0.24
H -2.0241 -3.5896 -2.6393 0.00 0.02 0.09 0.19
H -0.2811 -5.0655 -2.2853 0.02 -0.02 -0.04 0.21
H 0.0008 -3.8795 -1.0421 -0.08 0.00 0.04 0.20
H 1.4439 -3.8588 -3.7242 0.03 0.02 0.01 0.23
H 2.0449 -4.7279 -2.3282 -0.01 -0.03 -0.03 0.18
H 1.9115 -1.8442 -2.8099 0.16 -0.03 -0.03 0.45
H 2.1337 -0.3844 -1.0278 0.19 0.04 -0.12 0.45
H 2.7096 -0.9852 0.4867 0.00 0.07 0.54 0.45
H 2.4138 -4.3263 -0.3556 -0.01 0.03 0.06 0.39
H 2.5268 -3.1394 0.9418 0.01 -0.02 -0.57 0.46
S 2.2776 -1.2994 2.5986 0.13 -0.38 0.13 -1.06
Sb 1.1171 0.7110 2.7996 -0.17 0.22 -0.13 0.91
S 1.7465 1.9169 0.6964 0.18 0.10 0.21 -1.03
S -1.1977 0.1856 2.0454 0.00 0.09 0.22 -1.03

---

Record 4
22
Properties=species:S:1:pos:R:3:forces:R:3:nbo_charge:R:1 method="wB97M-V/def2-TZVPD" homo_lumo_gap_ev="8.7 / 4.1" e_homo_ev="-8.672 / -8.671" multiplicity=2
C 3.6844 -0.3297 0.9839 1.13 0.67 -2.82 -0.45
N 2.2946 -0.4508 1.3593 -2.19 -0.81 -2.81 -0.53
C 1.3076 0.1179 -0.0466 -0.82 4.55 -0.76 -0.45
C -0.1475 -0.2796 0.1787 -2.09 -0.30 1.16 -0.07
O -1.0546 0.2921 -0.8263 0.07 -0.24 0.81 -0.77
H 4.1104 -1.1642 0.3202 -0.64 0.73 0.97 0.17
H 4.3081 -0.3009 1.8867 -0.40 0.24 -0.18 0.22
H 3.8404 0.6048 0.3101 0.22 -1.07 1.44 0.17
H 1.8073 -0.9429 0.3868 1.86 -1.69 2.40 0.37
H 1.4565 -0.0527 -1.1301 0.83 -1.07 0.31 0.24
H 1.5541 1.2425 -0.1072 -0.68 -1.50 0.89 0.26
H -0.5939 -0.0192 1.2406 1.28 -0.61 -1.98 0.20
H -0.2028 -1.3900 -0.0150 0.04 0.88 0.75 0.17
H -2.0118 0.1367 -0.5495 1.89 0.08 -0.45 0.50
H -4.3223 0.4379 -0.4342 -0.31 -0.01 -0.23 0.47
O -3.4987 0.2524 0.0364 -0.21 0.29 0.18 -0.52
H -0.4329 1.3796 -2.1306 0.15 0.55 -0.35 0.50
H -0.4175 2.2973 -3.3806 -1.42 0.51 -2.02 0.46
O 0.0629 2.0652 -2.6338 1.31 -0.97 2.36 -0.98
H -3.5512 -0.8070 1.0059 0.72 -1.56 1.82 0.44
H -4.5740 -1.5182 1.7907 -0.69 -0.60 0.71 0.46
O -3.6192 -1.5709 1.7547 -0.07 1.92 -2.19 -0.82

---

Record 5
17
Properties=species:S:1:pos:R:3:forces:R:3:nbo_charge:R:1 method="wB97M-V/def2-TZVPD" smiles=CCCC.O homo_lumo_gap_ev=11.2 e_homo_ev=-10.156 multiplicity=1
C 1.9685 1.0757 0.6959 -1.18 -2.66 -0.47 -0.63
C 0.8963 1.1154 -0.3974 -4.30 0.47 1.30 -0.39
C 1.0178 0.0295 -1.4189 5.82 1.15 -0.28 -0.36
C 0.1131 -0.2600 -2.5547 -1.13 2.40 0.53 -0.62
H 2.8483 0.6933 0.1542 0.68 1.29 0.77 0.22
H 1.9040 1.8632 1.4385 0.87 0.54 -0.55 0.23
H 1.7269 0.1715 1.3163 0.05 0.53 -0.40 0.20
H -0.1154 0.8450 0.1113 1.19 0.95 -0.41 0.17
H 0.7043 2.1074 -0.8803 0.51 -0.64 0.41 0.20
H 2.1478 0.4159 -1.8386 -2.57 -1.62 0.40 0.15
H 1.2353 -0.8676 -0.8736 0.31 -0.72 0.29 0.19
H -0.3566 0.7299 -2.7745 -0.43 -0.88 -0.09 0.20
H 0.7286 -0.4167 -3.4020 0.16 -0.99 -0.94 0.22
H -0.6125 -1.0324 -2.2877 0.04 0.17 -0.54 0.21
O -4.7074 -2.4901 4.1373 0.10 -0.90 -0.20 -0.95
H -4.9914 -1.7903 3.5465 0.08 0.36 0.51 0.48
H -4.5078 -2.1898 5.0275 -0.18 0.54 -0.32 0.48